DFT (the ωB97M-V functional and the def2-TZVPD basis) results for a cluster of 2 separate species, C3H2NO2S2 in total in a non-equilibrium geometry.

The geometry in XYZ format:
```
10
Properties=species:S:1:pos:R:3:forces:R:3
C 1.795 -0.485 0.036 0.85 0.03 0.11
C 2.961 -0.230 -0.005 -0.03 -0.08 -0.03
C -1.036 -0.424 -0.240 -2.13 -1.33 0.09
N -1.931 -1.176 -0.097 2.49 1.74 -0.48
O -1.580 2.064 -1.067 0.17 -0.20 0.14
O -1.238 1.710 1.338 0.22 -0.16 -0.46
S -3.013 -2.303 0.046 -1.55 -1.39 0.23
S -0.701 1.544 -0.018 -0.17 1.48 0.39
H 0.757 -0.694 0.063 -0.30 -0.20 0.01
H 3.987 -0.007 -0.056 0.46 0.12 0.00
```
Positions in Å, forces in eV/Å.

Computed properties:
**2S+1**: 1
**Net charge**: -1
**Frontier orbital gap**: 8.027 eV
**Molecular weight**: 148.19 g mol⁻¹
**Calculated total energy**: -1117.04858 a.u.